Entry 1:
# H34O17

17 unconnected molecules or ions with the total composition H34O17 in a non-equilibrium geometry (wB97M-V/def2-TZVPD, the Open Molecules 2025 dataset).

The geometry in XYZ format:
```
51
H34O17 | the Open Molecules 2025 dataset | wB97M-V/def2-TZVPD
H -20.842 -6.526 5.693
H -17.878 -5.625 7.160
O -17.448 -11.299 10.976
H -20.744 -8.265 8.317
H -21.107 -10.912 10.303
O -16.663 -8.978 9.717
H -18.475 -6.469 9.306
O -20.084 -7.166 5.816
H -22.260 -9.783 7.979
H -15.838 -8.942 9.311
O -17.021 -11.081 7.636
H -17.386 -10.932 5.833
O -19.858 -5.676 8.077
O -18.983 -8.991 7.837
H -20.470 -7.830 5.311
H -17.187 -5.649 9.355
H -15.575 -8.336 5.884
H -20.215 -11.417 5.949
H -20.102 -10.284 4.839
O -21.674 -8.257 8.495
H -18.327 -7.696 5.074
H -20.429 -9.422 12.384
H -22.109 -8.109 7.668
O -17.332 -10.921 4.881
H -17.650 -9.039 4.781
H -16.463 -11.792 7.979
O -19.810 -9.390 11.596
O -20.362 -10.481 5.754
H -17.204 -6.881 6.684
H -21.868 -10.587 6.699
H -16.101 -9.132 7.107
H -20.102 -4.806 7.767
O -17.412 -6.019 6.425
O -17.529 -6.545 9.379
H -18.005 -11.550 4.562
H -19.103 -9.503 8.633
O -22.546 -10.457 7.350
H -19.397 -9.514 7.118
H -19.073 -11.777 8.116
H -20.130 -12.232 9.072
O -17.971 -8.255 4.369
H -19.992 -6.350 7.370
O -19.579 -11.487 8.918
H -17.042 -8.146 9.567
H -17.125 -10.514 8.372
H -22.148 -10.128 10.968
O -16.043 -8.297 6.731
O -21.966 -10.990 10.610
H -19.754 -8.551 11.148
H -18.343 -10.965 10.872
H -16.856 -10.535 10.823
```

Calculated values
Strongest force on any atom = 0.0677 hartree/bohr
HOMO energy = -10.4 eV
Net charge = 0
Frontier orbital gap = 10.02 eV
LUMO energy = -0.42 eV

---

Entry 2:
# C4H12

2 unconnected molecules or ions with the total composition C4H12 in a non-equilibrium geometry (wB97M-V/def2-TZVPD, the Open Molecules 2025 dataset).

The geometry in XYZ format:
```
16
C4H12 | the Open Molecules 2025 dataset | wB97M-V/def2-TZVPD
H 0.324 2.032 -0.192
C 1.358 2.029 0.179
H -0.796 -3.355 -0.577
H 1.993 1.346 -0.385
H -2.074 -0.697 -1.345
H 2.257 1.550 1.999
H 1.063 2.759 2.204
H -2.132 -2.535 0.276
C 1.242 1.818 1.680
H -0.471 -1.139 -1.900
H -0.545 -1.766 0.318
H 1.724 3.002 -0.161
H 0.555 1.082 2.082
C -1.205 -2.399 -0.274
C -1.426 -1.543 -1.571
H -1.868 -2.183 -2.332
```

Calculated values
Strongest force on any atom = 0.0441 hartree/bohr
HOMO energy = -11.6 eV
SMILES = CC.CC
Net charge = 0
Frontier orbital gap = 12.64 eV
LUMO energy = 1.06 eV

---

Entry 3:
# C16H49O12

10 unconnected molecules or ions with the total composition C16H49O12 in a non-equilibrium geometry (wB97M-V/def2-TZVPD, the Open Molecules 2025 dataset).

The geometry in XYZ format:
```
77
C16H49O12 | the Open Molecules 2025 dataset | wB97M-V/def2-TZVPD
H -0.971 -5.108 0.609
H 5.083 0.088 -1.665
C -3.371 2.718 -2.680
C 2.192 3.481 1.337
H 1.400 -3.702 3.119
H -0.981 2.574 -3.629
H 0.382 -3.252 0.351
C 3.229 0.994 -2.684
H -1.346 4.011 3.982
H -0.576 0.966 1.549
H -0.502 -5.158 2.364
H -2.042 2.162 4.047
H 1.016 -1.773 -1.336
H 2.397 3.963 2.307
C -1.844 3.192 3.386
H -2.533 0.984 -1.797
H -1.657 -1.323 -1.527
H 4.695 1.714 -1.269
H -0.777 -1.786 1.516
C -1.352 1.593 -3.389
H 1.863 -2.481 2.100
C 4.212 0.692 -1.438
H -3.982 2.895 -1.834
H 2.624 -3.621 -1.117
H -1.905 0.943 -4.267
O -1.552 2.581 -1.074
H -0.779 3.439 1.579
H 0.603 0.123 4.901
C -2.153 1.922 -2.213
H 4.305 2.485 -3.616
H 2.564 -4.047 1.753
H 1.934 1.560 0.760
H -3.023 3.703 3.187
O -2.493 -1.610 -2.178
C 2.903 -2.503 -1.233
C -0.100 0.056 -0.104
C -4.272 0.635 0.788
H -0.674 -2.309 3.677
H 2.793 -2.245 -0.217
C -2.784 -2.868 -1.443
H 3.751 -2.581 -1.941
H 3.488 1.309 -4.767
H 1.684 1.657 -1.569
C -0.244 -4.930 1.464
O -0.684 -2.682 1.868
H -2.795 -0.397 1.649
H -3.818 1.407 0.766
H -4.964 1.248 1.297
H 3.586 0.418 -0.349
O 2.357 2.040 1.533
O -0.898 0.189 1.014
O -0.181 -0.955 -0.740
C 0.115 -0.532 4.133
O 0.719 0.844 -0.256
H -3.606 -2.612 -1.039
H -3.472 3.832 -3.037
H -0.698 0.130 4.084
C 1.573 -3.445 2.023
C 4.078 1.518 -3.894
H 1.195 3.763 1.322
H -3.906 2.149 -3.394
H 2.689 4.052 0.643
H -0.518 0.940 -2.849
H -2.646 -3.731 -2.060
C 0.215 -3.593 1.358
H 4.926 0.966 -3.845
O -0.331 -1.800 4.507
O 1.693 -2.181 -1.997
O 2.358 1.987 -2.300
H 0.749 -0.672 3.222
O -1.223 2.791 2.161
H 2.780 0.030 -2.887
H -4.486 0.029 -0.116
O -3.736 -0.247 1.726
H -2.048 -2.862 -0.521
H -0.780 1.928 -0.837
H 0.554 -5.697 1.028
```

Calculated values
Strongest force on any atom = 0.2441 hartree/bohr
HOMO energy = -6.4 eV
Net charge = -1
Frontier orbital gap = 9.00 eV
LUMO energy = 2.65 eV

---

Entry 4:
# C31H24F6N7O6S4Tl

A molecular structure, C31H24F6N7O6S4Tl in a non-equilibrium geometry (wB97M-V/def2-TZVPD, the Open Molecules 2025 dataset).

The geometry in XYZ format:
```
79
C31H24F6N7O6S4Tl | the Open Molecules 2025 dataset | wB97M-V/def2-TZVPD
H 5.987 0.660 2.794
C -1.582 0.243 2.306
C 1.455 3.530 0.125
C -3.314 0.101 3.920
C 5.777 1.434 4.634
H -3.701 -4.485 -3.891
C 5.027 1.620 0.290
F 0.634 1.074 -5.930
C 3.679 2.242 5.360
H 5.438 2.222 6.593
H -0.271 -2.175 4.635
C -3.249 -1.022 -6.960
C -3.428 -0.624 -4.541
H -2.578 -0.156 -6.980
C 4.155 0.559 0.695
H 3.061 2.806 6.108
C -4.148 -1.774 0.749
C 3.901 1.262 3.117
H 2.031 1.969 3.994
C 5.495 1.622 -0.991
N 1.111 2.488 -2.407
S -3.532 -2.976 -1.396
N 3.837 -0.435 -0.158
H -2.888 -1.722 -7.779
C -3.394 -1.559 -5.582
O 0.909 0.963 -0.340
C -5.695 -2.435 2.489
N 2.340 -0.163 2.009
C 0.898 -1.365 3.278
H -3.314 0.420 -4.771
N -2.300 -0.355 1.413
H 6.840 1.312 4.781
F 1.346 3.106 -5.417
C -5.197 -2.520 1.189
H 0.442 -0.741 5.212
F -0.633 2.409 -4.767
H 5.111 0.702 -2.950
O -0.917 2.678 -0.872
O -2.239 -3.574 -0.982
C -2.071 0.582 3.568
C 3.116 1.874 4.173
N -3.813 -1.644 -0.545
H -0.525 0.432 2.052
S 1.390 1.257 -3.410
C -3.410 -2.949 -5.371
S 0.460 2.229 -0.891
C 4.988 0.703 -1.882
C -4.014 -0.750 3.062
Tl -0.124 -1.865 -0.598
C -3.560 -1.082 -3.252
C 5.246 1.099 3.429
C 0.615 2.032 -4.911
H -3.713 -0.469 -2.394
C 4.216 -0.347 -1.412
C -3.477 -3.439 -4.055
H 6.269 2.312 -1.257
N 1.705 -0.235 3.110
H -1.495 1.190 4.262
C 5.049 2.031 5.614
C -5.214 -1.532 3.383
S 0.542 -2.661 2.191
H -4.250 -0.634 -7.312
H -3.266 -3.641 -6.216
H -5.594 -1.549 4.422
C 3.357 0.595 1.943
H 5.353 2.385 0.999
O 2.781 0.955 -3.631
F 2.758 3.455 -0.118
H -6.317 -3.207 2.861
H -5.717 -3.120 0.515
O -4.610 -3.977 -1.438
F 1.267 3.400 1.472
H -3.802 0.259 4.896
C -3.463 -0.939 1.722
F 0.960 4.778 -0.213
O 0.465 0.161 -3.104
N 0.282 -1.364 4.454
C -3.515 -2.458 -3.050
H 4.036 -1.209 -2.043
```

Calculated values
Strongest force on any atom = 0.0876 hartree/bohr
HOMO energy (spin up / spin down) = -8.5 / -8.8 eV
Net charge = 0
Frontier orbital gap (spin up / spin down) = 5.36 / 6.05 eV
LUMO energy (spin up / spin down) = -3.15 / -2.72 eV

---

Entry 5:
# C33H46IrOP2Si

A molecular structure, C33H46IrOP2Si in a non-equilibrium geometry (wB97M-V/def2-TZVPD, the Open Molecules 2025 dataset).

The geometry in XYZ format:
```
84
C33H46IrOP2Si | the Open Molecules 2025 dataset | wB97M-V/def2-TZVPD
C 1.754 -2.744 5.785
H 3.738 3.966 2.371
C -1.741 3.224 -1.248
H 3.033 2.153 -3.604
Ir 1.376 -1.170 -0.450
H -3.535 0.225 -1.024
H 0.393 -3.876 7.053
C 2.450 2.226 2.397
H -2.304 -3.141 -2.657
H -3.556 -0.652 -2.458
C -0.639 -2.316 5.961
H 1.728 -4.051 -2.584
C 3.145 3.297 2.987
C 2.897 1.334 -4.326
H 0.505 -0.495 -5.991
H -1.389 -0.706 4.700
C -0.705 2.332 -0.631
C -1.752 -0.619 -1.359
H 0.736 1.117 5.115
Si 0.934 -0.218 2.645
H -1.756 4.142 -0.636
C 1.849 -1.798 4.760
H 2.471 2.082 1.308
C 0.686 -1.165 4.267
H 2.663 -3.252 6.158
H 2.389 -3.205 -0.024
C -3.407 1.442 2.382
H 3.775 0.683 -4.277
C -2.384 2.160 2.983
H -0.529 1.206 -5.332
H -2.856 3.549 -3.138
H 2.281 -2.707 -3.571
H 2.795 1.774 -5.328
H -1.878 -1.669 -0.993
C -2.904 0.088 -1.951
H -4.071 1.606 -2.655
H 0.199 2.793 -0.180
H -0.282 2.286 3.305
H -1.179 -4.212 -1.787
H 0.661 -3.425 0.677
C -0.367 -1.680 -4.406
H 2.829 -1.522 4.351
H 1.974 2.976 6.220
C -1.824 -0.276 1.672
H -3.961 -0.342 1.296
C -0.187 1.298 -1.635
C -3.002 1.466 -2.737
H -1.270 -1.055 -4.394
C 1.743 1.351 3.229
C 1.286 -3.070 -0.161
C 0.490 -3.081 6.318
C 0.289 1.671 -4.743
O 1.847 -0.902 1.487
C -1.300 -3.570 -2.653
H -1.149 -4.117 -3.578
H -1.042 1.756 0.243
H -4.412 1.846 2.431
P 0.048 -2.248 -2.632
H -1.617 -2.478 6.446
H 1.011 -3.901 -4.161
C -0.534 -1.340 4.954
H -2.515 3.094 3.539
H 0.812 1.579 -1.878
H 3.648 4.281 4.852
C 1.403 -3.318 -3.319
C -3.140 0.220 1.743
C -2.471 2.863 -2.342
P 1.345 0.428 -3.808
H 1.628 -1.585 -5.297
C -0.786 0.437 2.300
C -1.081 1.690 2.861
H 1.764 -1.590 -1.974
H -0.577 -2.606 -4.961
H -1.609 -1.247 1.191
H 0.999 -3.635 -1.049
C 2.180 2.761 5.161
C 0.781 -0.948 -5.044
C 1.502 1.683 4.578
C 3.055 3.509 4.378
H -2.802 1.349 -3.841
C -0.505 -0.036 -1.233
H 0.917 2.233 -5.467
H -0.828 1.383 -2.530
H -0.159 2.411 -4.058
```

Calculated values
2S+1 = 6
Strongest force on any atom = 0.0878 hartree/bohr
HOMO energy (spin up / spin down) = -12.5 / -13.4 eV
Net charge = +2
Frontier orbital gap (spin up / spin down) = 7.27 / 3.65 eV
<S²> = 8.7844
LUMO energy (spin up / spin down) = -5.22 / -9.75 eV

---

Entry 6:
# C17H15BBr2FeN6O2

A molecular structure, C17H15BBr2FeN6O2 (wB97M-V/def2-TZVPD, the Open Molecules 2025 dataset).

The geometry in XYZ format:
```
44
C17H15BBr2FeN6O2 | the Open Molecules 2025 dataset | wB97M-V/def2-TZVPD
H -4.423 2.398 -1.776
H -3.413 4.677 -1.826
H 3.591 -0.837 0.681
C 0.767 -0.612 4.696
C 1.857 -3.477 -0.130
N -1.430 1.669 -0.466
C -0.476 -0.907 2.697
H -1.276 -1.372 2.133
C -0.886 2.901 -0.500
C 2.897 -1.606 0.381
H -0.916 -2.703 -3.844
H -0.917 -1.947 4.512
C 0.554 2.991 -0.051
Br -3.453 -0.182 -0.812
C -0.547 -1.739 -3.535
H 0.550 1.333 -3.476
C 1.290 0.574 2.704
C -1.561 4.009 -0.957
C -0.235 -0.608 -4.274
H -0.986 -3.296 -1.007
N 0.157 -0.217 -2.117
O 1.059 4.031 0.259
H -1.066 4.969 -0.938
C -0.275 -1.230 4.022
H 3.926 -3.554 0.647
C 1.561 0.310 4.030
B -0.376 -2.276 -0.931
H -0.307 -0.482 -5.340
Br 1.100 -1.019 6.490
C -3.421 2.577 -1.416
H -0.931 -1.474 -0.120
N 0.292 -0.026 2.039
C 0.200 0.323 -3.336
C -2.673 1.526 -0.909
N 1.686 -1.286 -0.074
C 3.058 -2.989 0.359
O 1.146 1.809 -0.022
N 1.052 -2.440 -0.381
H 2.374 0.817 4.529
H 1.530 -4.486 -0.319
H 1.880 1.287 2.144
Fe 0.199 0.206 -0.084
N -0.305 -1.481 -2.248
C -2.853 3.838 -1.437
```

Calculated values
2S+1 = 6
Strongest force on any atom = 0.0137 hartree/bohr
HOMO energy (spin up / spin down) = -12.5 / -12.4 eV
Net charge = +1
Frontier orbital gap (spin up / spin down) = 9.24 / 7.45 eV
<S²> = 8.7575
LUMO energy (spin up / spin down) = -3.23 / -4.97 eV